(1)
C12H11FN | the ωB97M-V functional and the def2-TZVPD basis

Structure (XYZ):
```
25
Properties=species:S:1:pos:R:3:mulliken_charge:R:1
C 3.818 0.238 0.519 -0.676
C 2.596 0.878 0.493 0.017
C 1.761 1.032 -0.854 -0.795
C 0.247 1.038 -0.442 0.647
C -0.490 2.299 -0.221 -0.739
C -1.922 2.281 0.212 -0.353
C -2.690 1.026 0.430 -0.948
C -1.939 -0.235 0.181 0.959
C -2.625 -1.563 0.391 -0.524
C -1.853 -2.754 0.135 0.022
F -2.417 -3.993 0.301 -0.241
N -0.519 -2.717 -0.314 0.035
C 0.172 -1.539 -0.507 -0.342
C -0.501 -0.251 -0.258 0.363
H 4.641 0.551 1.223 0.240
H 4.036 -0.636 -0.151 0.201
H 2.254 1.317 1.472 0.316
H 2.054 0.157 -1.496 0.388
H 2.050 2.030 -1.274 0.356
H 0.024 3.281 -0.376 0.374
H -2.460 3.248 0.384 0.362
H -3.752 1.049 0.769 0.366
H -3.682 -1.542 0.749 0.412
H -0.031 -3.602 -0.501 0.325
H 1.227 -1.591 -0.864 0.232
```

lowest unoccupied orbital energy = -5.07 eV
M = 188.2 u
orbital gap = 0.26522 Eh
energy above the lowest of the compared OMol25 structures with the same formula, charge and spin = 1.636 eV
net charge = +1
HOMO energy = -12.286 eV
SMILES string = C=CCc1cccc2cc(F)[nH+]cc12
F_max = 4.0 eV Å⁻¹


(2)
C90H195N8O2 | the ωB97M-V functional and the def2-TZVPD basis

Structure (XYZ):
```
295
Properties=species:S:1:pos:R:3:mulliken_charge:R:1
C -0.081 0.049 -0.615 2.090
C -0.385 -0.772 0.661 -0.096
O -0.587 -0.032 1.627 -0.798
O -0.135 -1.996 0.671 -0.522
H -0.902 -0.033 -1.326 -0.939
H 0.850 -0.317 -1.046 -0.437
H 0.107 1.082 -0.320 -0.362
C -6.906 0.184 -0.878 -0.723
C -6.233 0.055 -2.276 -0.248
C -5.496 -1.320 -2.397 -0.049
C -4.955 -1.611 -3.835 -1.321
N -4.351 -3.060 -4.024 0.863
C -5.372 -4.180 -3.728 -0.707
C -5.348 -5.115 -4.991 -0.607
C -5.162 -4.166 -6.147 -0.720
C -4.195 -3.182 -5.511 -0.790
C -2.981 -3.421 -3.335 -1.364
C -1.863 -2.325 -3.434 0.785
C -0.518 -2.807 -2.859 -1.281
H -7.152 1.209 -0.599 0.097
H -6.299 -0.182 -0.050 -0.253
H -7.873 -0.320 -0.860 0.582
H -5.502 0.849 -2.428 -0.182
H -7.043 0.166 -2.997 0.633
H -6.074 -2.154 -1.999 0.829
H -4.625 -1.158 -1.763 -0.249
H -4.322 -0.842 -4.277 0.501
H -5.952 -1.598 -4.275 0.432
H -5.074 -4.761 -2.855 0.251
H -6.379 -3.779 -3.621 0.508
H -4.551 -5.858 -4.981 0.311
H -6.309 -5.627 -5.058 0.422
H -4.779 -4.703 -7.014 0.347
H -6.008 -3.580 -6.506 0.331
H -3.148 -3.364 -5.755 0.390
H -4.265 -2.246 -6.067 0.479
H -2.793 -4.482 -3.500 0.439
H -3.385 -3.426 -2.323 0.570
H -2.126 -1.445 -2.847 -0.525
H -1.558 -2.077 -4.451 0.425
H 0.317 -2.195 -3.199 0.197
H -0.270 -3.833 -3.133 0.572
H -0.423 -2.876 -1.776 0.147
C -5.554 -0.970 3.143 -0.905
C -4.993 -1.749 1.989 -0.170
C -3.577 -2.440 2.191 1.470
C -3.561 -3.608 3.110 -1.270
N -2.081 -3.984 3.623 0.828
C -1.240 -4.620 2.424 -0.296
C -1.154 -6.089 2.702 -0.198
C -2.175 -6.421 3.830 -1.079
C -2.154 -5.117 4.629 -0.750
C -1.413 -2.780 4.305 -0.884
C -2.129 -2.237 5.545 -0.258
C -1.051 -2.023 6.621 -1.496
H -4.844 -0.148 3.231 -0.100
H -5.493 -1.463 4.114 0.402
H -6.583 -0.684 2.928 0.430
H -4.771 -1.121 1.127 -0.586
H -5.805 -2.448 1.792 0.692
H -2.797 -1.687 2.304 -0.668
H -3.368 -2.858 1.207 -0.304
H -4.117 -4.431 2.661 0.421
H -4.020 -3.371 4.070 0.507
H -0.233 -4.202 2.414 0.156
H -1.729 -4.405 1.474 0.048
H -0.166 -6.332 3.093 0.049
H -1.347 -6.540 1.729 0.470
H -1.909 -7.374 4.286 0.492
H -3.203 -6.566 3.496 0.332
H -1.396 -5.138 5.413 0.475
H -3.099 -4.988 5.157 0.423
H -1.278 -2.165 3.416 0.127
H -0.424 -3.183 4.522 0.911
H -2.942 -2.828 5.967 0.537
H -2.572 -1.259 5.358 -0.084
H -1.409 -1.549 7.535 0.432
H -0.336 -1.277 6.274 0.298
H -0.424 -2.894 6.809 0.372
C 3.451 5.606 7.170 -1.135
C 2.206 5.568 6.380 -0.362
C 1.843 4.204 5.886 -0.166
C 0.646 4.373 4.921 -1.082
N 0.078 3.021 4.263 1.310
C -0.680 3.425 3.013 -0.319
C 0.242 4.033 1.920 -2.163
C 1.600 3.231 2.167 1.068
C 1.271 2.373 3.462 -1.469
C -0.545 2.037 5.217 -0.466
C -1.874 2.688 5.785 0.065
C -2.799 1.840 6.627 -1.198
H 4.353 5.346 6.617 0.033
H 3.267 4.914 7.992 0.364
H 3.679 6.627 7.479 0.431
H 2.212 6.281 5.555 0.444
H 1.492 5.894 7.137 0.233
H 1.702 3.448 6.657 0.381
H 2.694 3.822 5.322 -0.044
H 1.027 5.059 4.164 0.277
H -0.230 4.871 5.334 0.669
H -1.090 2.527 2.550 -0.584
H -1.468 4.157 3.191 0.850
H -0.157 3.902 0.914 0.864
H 0.380 5.090 2.145 0.334
H 1.733 2.699 1.225 -0.440
H 2.295 4.056 2.319 -0.314
H 1.084 1.343 3.159 0.376
H 2.082 2.247 4.179 0.848
H 0.172 1.806 6.005 0.506
H -0.680 1.112 4.656 -0.012
H -2.390 2.969 4.867 0.027
H -1.682 3.640 6.279 0.221
H -3.764 2.204 6.981 0.417
H -2.263 1.296 7.404 0.399
H -3.225 1.022 6.046 0.037
C 3.167 3.528 -2.454 -1.617
C 1.799 3.004 -2.860 0.576
C 0.785 4.064 -2.611 0.525
C -0.283 3.863 -3.775 -1.642
N -1.726 4.294 -3.293 1.046
C -2.329 3.389 -2.192 0.039
C -2.438 2.067 -2.929 1.269
C -2.940 2.416 -4.358 -0.504
C -2.688 3.864 -4.442 -1.060
C -1.862 5.748 -2.868 -0.609
C -1.382 6.876 -3.786 -0.084
C -1.361 8.219 -3.121 -1.449
H 4.018 2.943 -2.803 0.438
H 3.105 3.416 -1.371 0.155
H 3.376 4.515 -2.866 0.587
H 1.527 2.143 -2.249 -0.893
H 1.889 2.960 -3.945 0.698
H 1.232 5.057 -2.551 0.530
H 0.352 3.855 -1.633 -0.538
H -0.270 2.819 -4.088 0.621
H 0.014 4.520 -4.592 0.410
H -3.229 3.694 -1.659 -0.329
H -1.656 3.418 -1.335 -0.549
H -3.251 1.435 -2.570 -0.443
H -1.507 1.505 -2.847 -0.293
H -3.976 2.167 -4.586 0.367
H -2.327 1.870 -5.075 0.483
H -3.671 4.283 -4.223 0.383
H -2.327 4.266 -5.389 0.455
H -1.214 5.887 -2.003 0.047
H -2.917 5.717 -2.592 0.516
H -2.040 7.076 -4.631 0.270
H -0.367 6.644 -4.109 0.221
H -0.933 8.958 -3.798 0.383
H -0.978 8.371 -2.111 0.369
H -2.386 8.575 -3.011 0.379
C -3.358 1.606 0.814 1.461
C -4.193 2.881 1.124 -0.904
C -5.398 2.839 2.110 1.238
C -6.145 4.178 2.235 -2.001
N -7.475 4.136 3.059 0.429
C -7.105 3.586 4.453 -0.573
C -8.050 4.328 5.392 -0.591
C -8.764 5.464 4.646 -0.742
C -7.954 5.558 3.423 -0.676
C -8.609 3.380 2.408 -0.569
C -8.935 3.823 0.926 0.056
C -10.047 3.034 0.208 -1.606
H -2.374 1.876 0.431 -0.606
H -3.874 1.021 0.052 -0.497
H -3.318 1.073 1.764 0.097
H -4.523 3.290 0.169 0.152
H -3.541 3.700 1.428 0.150
H -5.014 2.535 3.084 0.083
H -6.096 2.094 1.728 -0.266
H -6.377 4.545 1.236 0.472
H -5.481 5.006 2.483 0.461
H -7.049 2.501 4.530 0.311
H -6.151 4.077 4.644 0.313
H -8.887 3.678 5.648 0.277
H -7.576 4.655 6.317 0.489
H -9.817 5.286 4.428 0.404
H -8.531 6.287 5.320 0.303
H -8.387 6.080 2.570 0.517
H -7.135 6.224 3.696 0.418
H -9.440 3.464 3.108 0.631
H -8.329 2.330 2.317 0.210
H -8.084 3.620 0.277 0.168
H -9.220 4.875 0.950 0.242
H -10.080 3.302 -0.848 0.417
H -11.051 3.330 0.510 0.435
H -9.986 1.946 0.233 0.326
C 3.125 -0.835 -3.226 0.377
C 4.635 -1.006 -3.445 -1.248
C 5.142 -1.890 -4.643 -0.279
C 4.753 -1.393 -6.064 -1.042
N 5.156 -2.283 -7.267 0.504
C 6.606 -2.635 -7.203 -0.892
C 7.323 -1.433 -7.669 -0.496
C 6.650 -0.939 -8.860 -0.743
C 5.188 -1.528 -8.674 -0.596
C 4.187 -3.522 -7.260 -0.657
C 2.810 -3.161 -7.889 -0.209
C 1.815 -4.311 -7.749 -1.407
H 2.651 -1.672 -2.712 0.073
H 2.688 -0.512 -4.171 0.451
H 2.984 0.136 -2.750 -0.730
H 5.003 -1.494 -2.542 0.433
H 5.087 -0.020 -3.341 0.549
H 4.663 -2.866 -4.570 0.126
H 6.229 -1.970 -4.655 0.364
H 5.291 -0.448 -6.138 0.366
H 3.677 -1.226 -6.107 0.278
H 6.648 -3.443 -7.933 0.566
H 7.006 -3.055 -6.280 0.468
H 8.390 -1.579 -7.839 0.514
H 7.252 -0.644 -6.921 0.213
H 7.131 -1.323 -9.759 0.346
H 6.688 0.139 -9.017 0.322
H 5.017 -2.291 -9.432 0.466
H 4.383 -0.794 -8.637 0.328
H 4.121 -3.935 -6.254 0.322
H 4.655 -4.190 -7.982 0.454
H 2.881 -2.953 -8.957 0.333
H 2.439 -2.261 -7.399 0.315
H 1.763 -4.508 -6.678 0.313
H 2.181 -5.116 -8.386 0.358
H 0.794 -4.212 -8.117 0.388
C 4.016 0.588 -0.110 -0.811
C 4.318 0.902 1.382 -1.062
C 4.817 2.331 1.693 0.765
C 6.279 2.587 1.131 -1.169
N 6.745 4.153 1.047 0.260
C 8.096 4.301 0.359 -0.537
C 8.119 5.575 -0.370 -0.547
C 6.672 6.004 -0.523 -0.797
C 5.840 4.822 0.067 -0.267
C 6.592 4.808 2.418 -0.718
C 7.491 4.343 3.556 -0.120
C 7.024 4.966 4.901 -1.322
H 3.321 1.278 -0.589 0.030
H 3.640 -0.411 -0.332 0.347
H 4.980 0.439 -0.598 0.504
H 4.945 0.130 1.826 0.605
H 3.342 0.644 1.793 -0.124
H 4.559 2.573 2.723 0.321
H 4.208 3.075 1.179 -0.248
H 6.501 2.204 0.135 0.536
H 7.023 2.044 1.714 0.569
H 8.821 4.443 1.160 0.244
H 8.254 3.535 -0.399 0.507
H 8.524 6.462 0.116 0.247
H 8.677 5.411 -1.293 0.421
H 6.452 6.986 -0.104 0.478
H 6.423 6.085 -1.581 0.334
H 4.929 5.041 0.625 0.146
H 5.608 4.076 -0.692 0.146
H 5.544 4.638 2.666 0.078
H 6.783 5.879 2.363 0.616
H 8.530 4.652 3.448 0.367
H 7.419 3.262 3.672 0.215
H 7.626 4.647 5.752 0.453
H 6.054 4.542 5.159 0.089
H 6.974 6.053 4.831 0.402
C 2.565 -3.659 1.130 -0.364
C 3.610 -4.355 2.078 -1.282
C 4.117 -5.677 1.659 -0.441
C 3.028 -6.718 1.610 -1.030
N 3.586 -8.110 1.255 0.568
C 4.252 -8.890 2.406 -0.501
C 3.991 -10.330 2.177 -0.730
C 2.603 -10.341 1.529 -0.613
C 2.291 -8.865 0.964 -0.444
C 4.585 -8.187 0.109 -0.909
C 4.059 -7.491 -1.191 -0.293
C 5.175 -6.915 -2.063 -1.463
H 1.591 -4.130 1.264 -0.083
H 2.884 -3.707 0.089 0.410
H 2.356 -2.645 1.472 0.179
H 3.215 -4.260 3.090 0.539
H 4.440 -3.747 2.437 0.503
H 4.737 -6.130 2.434 0.426
H 4.665 -5.609 0.720 0.032
H 2.384 -6.585 0.741 0.616
H 2.528 -6.825 2.572 0.505
H 5.339 -8.845 2.475 0.329
H 3.782 -8.601 3.346 0.437
H 4.687 -10.742 1.446 0.309
H 3.895 -11.021 3.014 0.400
H 2.492 -10.994 0.663 0.301
H 1.861 -10.584 2.290 0.429
H 2.092 -8.838 -0.107 0.461
H 1.417 -8.547 1.533 0.029
H 4.851 -9.224 -0.099 0.493
H 5.458 -7.650 0.482 0.463
H 3.409 -6.638 -0.995 0.223
H 3.549 -8.260 -1.771 0.501
H 4.687 -6.347 -2.855 0.316
H 5.765 -7.619 -2.649 0.401
H 5.832 -6.374 -1.381 0.355
```

lowest unoccupied orbital energy (spin up / spin down) = -9.14 / -9.16 eV
spin multiplicity = 2
M = 1421.6 u
orbital gap (spin up / spin down) = 0.07766 / 0.30510 Eh
net charge = +6
HOMO energy (spin up / spin down) = -11.257 / -17.467 eV
F_max = 4.1 eV Å⁻¹


(3)
H4N5 | the ωB97M-V functional and the def2-TZVPD basis

Structure (XYZ):
```
9
Properties=species:S:1:pos:R:3:mulliken_charge:R:1
N 0.960 2.099 0.649 -0.264
N 0.417 1.178 0.424 0.863
N 0.633 0.061 -1.449 -0.417
N -0.771 -0.616 1.147 -0.294
N -0.307 0.243 0.259 -0.082
H -0.113 0.064 -2.146 0.298
H 1.108 -0.924 -1.329 0.314
H -1.790 -0.820 1.042 0.324
H -0.136 -1.285 1.402 0.258
```

lowest unoccupied orbital energy (spin up / spin down) = -4.43 / -8.46 eV
spin multiplicity = 3
M = 74.1 u
orbital gap (spin up / spin down) = 0.35344 / 0.27440 Eh
energy above the lowest of the compared OMol25 structures with the same formula, charge and spin = 3.188 eV
net charge = +1
HOMO energy (spin up / spin down) = -14.044 / -15.932 eV
F_max = 4.9 eV Å⁻¹


(4)
C23H27ClN4O | the ωB97M-V functional and the def2-TZVPD basis

Structure (XYZ):
```
56
Properties=species:S:1:pos:R:3:mulliken_charge:R:1
C 2.943 -3.655 2.786 -1.158
C 2.242 -3.241 1.739 0.923
C 2.769 -3.273 0.335 -0.911
C 0.794 -2.849 1.908 -0.906
N 0.389 -1.541 1.389 0.370
C 1.227 -0.521 1.130 -1.254
O 2.375 -0.441 1.533 -0.665
C 0.681 0.633 0.263 0.713
C 0.826 0.349 -1.223 0.337
C 1.514 1.215 -2.019 0.024
C 1.642 1.013 -3.426 -0.916
C 1.068 -0.065 -4.004 -0.470
N 0.376 -0.951 -3.220 0.093
C -0.303 -2.098 -3.565 -0.281
C -0.810 -2.587 -2.396 -1.023
N -0.483 -1.790 -1.338 0.047
C 0.235 -0.803 -1.848 -0.472
N -0.619 1.196 0.685 0.759
C -0.658 2.657 0.522 -1.134
C 0.207 3.423 1.528 1.155
C -0.088 2.995 2.961 -1.431
C -0.038 4.919 1.334 -1.703
C -1.799 0.579 0.149 -0.608
C -2.288 0.893 -1.118 0.306
C -3.422 0.275 -1.616 -1.058
C -4.075 -0.662 -0.830 0.341
Cl -5.493 -1.457 -1.455 -0.231
C -3.633 -0.964 0.446 -0.949
C -2.500 -0.327 0.933 -0.041
H 2.531 -3.631 3.787 0.277
H 3.959 -4.013 2.677 0.274
H 2.750 -2.281 -0.117 0.120
H 3.795 -3.639 0.314 0.425
H 2.151 -3.925 -0.289 0.234
H 0.185 -3.577 1.364 0.346
H 0.526 -2.920 2.963 0.399
H -0.402 -1.592 0.762 0.090
H 1.408 1.411 0.483 0.735
H 1.988 2.080 -1.573 0.519
H 2.192 1.713 -4.037 0.432
H 1.112 -0.292 -5.059 0.427
H -0.346 -2.443 -4.583 0.486
H -1.405 -3.475 -2.261 0.517
H -0.387 2.972 -0.497 0.229
H -1.697 2.957 0.680 0.656
H 1.265 3.233 1.318 0.161
H -1.145 3.156 3.190 0.293
H 0.130 1.940 3.114 0.239
H 0.503 3.581 3.667 0.444
H -1.079 5.165 1.562 0.368
H 0.596 5.509 1.995 0.428
H 0.163 5.229 0.306 0.390
H -1.767 1.620 -1.730 0.316
H -3.796 0.507 -2.603 0.431
H -4.175 -1.678 1.050 0.441
H -2.136 -0.532 1.932 0.466
```

lowest unoccupied orbital energy = 0.38 eV
M = 410.9 u
orbital gap = 0.32400 Eh
energy above the lowest of the compared OMol25 structures with the same formula, charge and spin = 0.888 eV
HOMO energy = -8.435 eV
SMILES string = C=C(C)CNC(=O)[C@@H](c1cccn2ccnc12)N(CC(C)C)c1ccc(Cl)cc1
F_max = 0.4 eV Å⁻¹


(5)
C4H11N2O | the ωB97M-V functional and the def2-TZVPD basis

Structure (XYZ):
```
18
Properties=species:S:1:pos:R:3:mulliken_charge:R:1
C -0.772 0.920 -1.375 -1.588
C -0.578 0.925 1.240 -1.256
C 1.791 -1.093 0.345 -0.765
C -0.390 0.146 -0.125 0.830
N -0.980 -1.072 -0.060 -0.390
N 1.160 0.094 -0.120 0.534
O 1.695 1.117 -0.470 -0.298
H -0.707 0.347 -2.319 0.441
H -1.921 1.040 -1.335 0.369
H -0.346 1.838 -1.582 0.485
H -0.647 0.130 2.040 0.393
H -1.544 1.327 1.154 0.367
H 0.254 1.622 1.452 0.339
H 2.865 -1.048 0.194 0.315
H 1.234 -1.876 -0.154 0.383
H 1.666 -1.417 1.417 0.305
H -1.426 -1.418 -1.006 0.311
H -1.353 -1.580 0.705 0.223
```

lowest unoccupied orbital energy (spin up / spin down) = -2.93 / -8.24 eV
spin multiplicity = 3
M = 103.1 u
orbital gap (spin up / spin down) = 0.39770 / 0.26784 Eh
energy above the lowest of the compared OMol25 structures with the same formula, charge and spin = 0.691 eV
net charge = +1
HOMO energy (spin up / spin down) = -13.750 / -15.529 eV
F_max = 5.1 eV Å⁻¹


(6)
C4H2ClO2 | the ωB97M-V functional and the def2-TZVPD basis

Structure (XYZ):
```
9
Properties=species:S:1:pos:R:3:mulliken_charge:R:1
C 1.052 -0.124 -0.160 -0.049
C -0.092 0.875 0.213 0.533
C 0.748 -1.339 0.120 0.410
C -1.286 0.327 -0.111 -1.001
O 0.230 1.930 0.786 -0.744
O 0.312 -2.417 0.357 -0.489
Cl 2.611 0.467 -0.618 -0.219
H -2.203 0.854 0.105 0.287
H -1.373 -0.573 -0.691 0.271
```

lowest unoccupied orbital energy = 3.56 eV
M = 117.5 u
orbital gap = 0.23839 Eh
energy above the lowest of the compared OMol25 structures with the same formula, charge and spin = 1.569 eV
net charge = -1
HOMO energy = -2.927 eV
SMILES string = C=C([O-])C(Cl)=C=O
F_max = 2.5 eV Å⁻¹